# 1
The following is a quantum chemistry calculation of one molecule with the formula C19H37N3O, from OMol25.

The geometry in XYZ format:
```
60
Properties=species:S:1:pos:R:3:forces:R:3:nbo_charge:R:1
C 4.3820 3.5054 0.2412 0.0 -0.1 -0.2 -0.61
C 4.6609 2.2334 -0.5517 0.1 0.0 0.2 -0.39
C 4.7567 0.9971 0.3440 -0.2 0.2 -0.2 -0.41
H 5.4371 1.2208 1.1672 0.1 0.0 0.0 0.20
H 5.1912 0.1695 -0.2185 0.0 -0.1 0.1 0.22
C 3.4032 0.5235 0.9036 0.2 0.0 0.0 -0.21
N 3.0529 -0.7803 0.3739 0.1 -0.1 0.2 -0.47
C 2.6101 -0.7919 -1.0082 0.1 0.0 -0.4 -0.04
C 1.1903 -0.2172 -1.1880 0.2 -0.1 0.1 -0.42
H 0.8775 -0.3356 -2.2261 -0.1 0.1 0.0 0.22
C 0.1506 -0.8445 -0.2590 0.0 0.0 0.0 -0.07
N -1.0449 -0.0165 -0.2498 0.2 0.1 -0.1 -0.65
C -2.2818 -0.6155 -0.1654 0.1 0.4 -0.1 0.81
O -2.3971 -1.8280 -0.1953 0.0 -0.5 0.1 -0.69
N -3.3566 0.2306 -0.0820 0.0 0.0 -0.1 -0.48
C -3.2693 1.6517 -0.3778 0.0 0.4 0.0 -0.03
C -3.3215 2.4954 0.9010 0.1 -0.1 -0.3 -0.62
H -2.5566 2.1725 1.6045 0.1 0.0 0.1 0.21
H -3.1586 3.5444 0.6661 0.0 0.1 0.0 0.21
H -4.2897 2.3984 1.3857 -0.1 0.0 0.1 0.21
C -4.3382 2.1051 -1.3774 0.3 -0.1 0.1 -0.62
H -5.3364 2.0840 -0.9495 -0.1 0.0 0.0 0.20
H -4.3198 1.4664 -2.2564 0.0 0.0 -0.1 0.22
H -4.1256 3.1253 -1.6878 0.0 0.1 0.0 0.21
H -2.3076 1.8143 -0.8736 -0.2 0.0 0.1 0.21
C -4.6488 -0.3234 0.3263 0.0 -0.4 0.1 -0.02
C -4.5308 -1.0509 1.6666 -0.1 0.1 -0.1 -0.62
H -5.5168 -1.3581 2.0060 -0.1 0.0 0.1 0.21
H -3.9060 -1.9317 1.5569 0.0 -0.1 0.0 0.24
H -4.0904 -0.3967 2.4166 0.0 0.1 0.1 0.20
C -5.2427 -1.2415 -0.7422 0.0 0.2 0.1 -0.62
H -6.2170 -1.6003 -0.4199 -0.2 0.0 0.0 0.20
H -5.3597 -0.7101 -1.6834 0.0 0.0 -0.1 0.20
H -4.5833 -2.0895 -0.8967 0.0 0.0 0.0 0.24
H -5.3179 0.5296 0.4683 0.1 0.0 0.0 0.19
H -0.9249 0.8932 0.1663 -0.1 0.0 0.0 0.38
C 0.7049 -1.0240 1.1578 0.2 -0.1 -0.1 -0.43
H 0.0461 -1.6855 1.7222 -0.1 0.0 0.1 0.22
H 0.7052 -0.0483 1.6570 0.0 0.0 0.0 0.19
C 2.1464 -1.5660 1.1889 -0.2 -0.2 0.4 -0.03
H 2.4949 -1.4969 2.2284 0.0 0.0 -0.1 0.20
C 2.2839 -3.0359 0.7725 -0.1 0.1 0.1 -0.40
C 2.0585 -3.2715 -0.7186 0.1 0.0 0.0 -0.41
H 0.9950 -3.2708 -0.9471 0.0 -0.1 0.0 0.20
C 2.7860 -2.2170 -1.5477 -0.1 0.1 0.0 -0.39
H 2.4535 -2.2594 -2.5863 0.0 0.0 -0.1 0.20
H 3.8563 -2.4343 -1.5257 0.0 0.0 -0.1 0.21
H 2.4382 -4.2611 -0.9850 -0.1 0.0 0.0 0.21
H 1.5931 -3.6456 1.3567 0.0 -0.1 0.1 0.21
H 3.3024 -3.3406 1.0233 0.0 0.0 0.1 0.21
H -0.1881 -1.8046 -0.6483 0.1 0.2 0.1 0.24
H 1.2309 0.8570 -0.9807 0.0 0.1 0.0 0.19
H 3.2907 -0.1501 -1.5793 0.0 0.0 0.0 0.21
H 3.4746 0.4182 1.9887 -0.1 0.0 0.0 0.20
H 2.6341 1.2849 0.7004 0.0 0.0 0.1 0.16
H 3.8753 2.0903 -1.2971 0.0 0.0 -0.1 0.19
H 5.6048 2.3544 -1.0885 0.0 0.0 -0.1 0.20
H 4.3129 4.3630 -0.4246 0.0 0.1 0.0 0.21
H 3.4479 3.4254 0.7925 -0.1 0.0 0.1 0.20
H 5.1819 3.6893 0.9552 0.1 0.1 0.1 0.20
```
Positions in Å, forces in eV/Å.

Computed properties:
- HOMO-LUMO gap: 8.820 eV
- SMILES: CCCCN1[C@@H]2CCC[C@H]1C[C@H](NC(=O)N(C(C)C)C(C)C)C2
- E_LUMO: 0.024 hartree
- Strongest force on any atom: 0.5 eV/A

***

# 2
The following is a quantum chemistry calculation of one molecule with the formula C5H11NO2, from OMol25.

The geometry in XYZ format:
```
19
Properties=species:S:1:pos:R:3:forces:R:3:nbo_charge:R:1
O 2.5726 1.4565 -2.0825 0.2 -1.7 -0.8 -0.57
C 1.9735 0.5320 -1.5601 -0.1 6.9 3.2 0.53
N 1.2077 0.8807 -0.3977 0.9 2.1 -0.7 -0.67
C 0.2719 -0.0885 0.0017 0.0 -3.2 0.5 -0.04
C -0.8343 0.6592 0.7902 0.2 -1.2 2.7 -0.44
C -2.1954 0.5885 0.1310 0.4 1.3 2.4 -0.05
O -2.6566 -0.6658 0.3979 -1.2 -2.3 0.1 -0.70
C 1.1635 -1.4509 0.4878 -2.1 1.9 1.1 -0.64
H 2.0125 -0.4773 -1.7551 -0.1 -2.5 -0.9 0.14
H 1.2013 1.9160 0.1595 0.3 -4.0 -2.9 0.43
H -0.2267 -0.7158 -0.8350 0.3 2.0 0.4 0.17
H -0.5401 1.6679 1.0056 0.4 0.7 -0.2 0.21
H -0.9703 0.2360 1.8724 0.2 0.4 -1.9 0.22
H -2.9085 1.3249 0.5702 0.5 -0.4 -0.3 0.18
H -2.1334 0.7303 -0.8901 0.2 0.7 -2.4 0.16
H -1.8918 -1.2430 0.2909 -0.4 -0.4 0.0 0.45
H 2.2226 -1.2824 0.5617 0.4 0.3 -0.3 0.22
H 0.8887 -2.2246 -0.1824 0.3 -0.7 -1.0 0.20
H 0.8428 -1.8439 1.4340 -0.2 0.0 0.8 0.21
```
Positions in Å, forces in eV/Å.

Computed properties:
- HOMO-LUMO gap: 9.954 eV
- SMILES: C[C@@H](CCO)NC=O
- E_LUMO: 0.029 hartree
- Strongest force on any atom: 7.6 eV/A

***

# 3
The following is a quantum chemistry calculation of one molecule with the formula C4H9NO, from OMol25.

The geometry in XYZ format:
```
15
Properties=species:S:1:pos:R:3:forces:R:3:nbo_charge:R:1
C -1.3907 0.0909 0.9357 0.1 0.0 0.0 -0.63
C -0.2251 -0.4120 0.0833 0.0 -0.1 0.1 -0.06
C -0.5211 -0.4421 -1.4194 0.1 0.0 0.1 -0.62
N 0.9641 0.4386 0.3036 0.6 -0.4 1.4 -0.24
C 2.3012 0.0089 -0.1554 0.4 0.2 -0.6 -0.12
O 2.1488 -0.1135 1.2461 -1.3 0.3 -0.7 -0.38
H -2.2649 -0.5561 0.7936 0.2 0.1 0.0 0.23
H -1.6819 1.1109 0.6451 0.1 -0.2 0.1 0.21
H -1.1318 0.0866 2.0030 -0.1 0.0 -0.2 0.22
H 0.0771 -1.4102 0.4205 0.0 0.2 -0.1 0.23
H 0.4009 -0.6881 -1.9606 -0.2 0.1 0.1 0.25
H -0.8999 0.5291 -1.7657 0.1 -0.2 0.1 0.20
H -1.2772 -1.2072 -1.6367 0.2 0.2 0.1 0.22
H 0.8150 1.2613 0.8981 0.0 0.0 -0.4 0.39
H 2.8889 0.9206 -0.4010 -0.2 -0.2 0.2 0.11
```
Positions in Å, forces in eV/Å.

Computed properties:
- HOMO-LUMO gap (spin up / spin down): 8.001 / 8.000 eV
- E_LUMO (spin up / spin down): 0.023 / 0.023 hartree
- Strongest force on any atom: 1.5 eV/A